The following is a DFT calculation (ωB97M-V/def2-TZVPD) of a cluster of 5 separate species, CH14N2O4 in total at a distorted geometry.

SMILES: NCN.O.O.O.O
HOMO-LUMO gap (eV): 9.6
Spin multiplicity: 1
Total energy (Eh): -456.9505

Last column: Löwdin charge in e.
Cartesian coordinates (Å):
N: 0.15337 -1.41386 -2.71561  0.033
C: 0.12225 -1.93538 -1.36042  -0.342
N: 0.94049 -1.16492 -0.38822  -0.004
H: 1.06748 -1.47991 -3.02639  0.034
H: -0.16097 -0.50624 -2.79025  0.004
H: 0.34649 -2.96500 -1.36326  0.087
H: -0.93104 -1.93547 -0.95779  0.115
H: 0.80914 -0.20405 -0.73320  0.046
H: 1.87084 -1.30273 -0.77840  0.073
H: 0.54004 2.17238 3.70379  0.053
H: -0.23403 0.96401 3.05360  0.046
O: -0.05688 1.94263 2.97960  -0.075
H: -1.06018 -0.79148 1.86604  0.081
H: 0.33054 -1.40994 1.45386  -0.010
O: -0.19554 -1.18557 2.25609  -0.131
H: 0.43903 1.98746 1.07705  0.009
H: 0.88699 3.06768 -0.03790  0.121
O: 0.37667 2.18017 0.12530  -0.100
H: -0.63203 1.21597 -1.05970  -0.022
H: -1.98147 1.39957 -1.29408  0.036
O: -1.33441 0.74421 -1.51400  -0.054

---

The following is a DFT calculation (ωB97M-V/def2-TZVPD) of a cluster of 2 separate species, C4H9P in total at a distorted geometry.

SMILES: CC1=CC1.P
HOMO-LUMO gap (eV): 9.7
Spin multiplicity: 1
Total energy (Eh): -498.9903

Last column: Löwdin charge in e.
Cartesian coordinates (Å):
C: -0.11039 0.22085 0.61021  -0.172
C: -0.43724 -1.17416 0.16270  -0.038
C: -1.41094 -0.29988 -0.05040  -0.266
C: -2.67842 0.22117 -0.51882  -0.065
P: 3.01054 -0.11256 -0.23862  0.614
H: -0.17227 0.30392 1.72367  0.086
H: 0.68681 0.68579 -0.02070  -0.017
H: 0.01822 -2.05731 -0.10717  0.059
H: 4.31671 0.35496 -0.20651  -0.214
H: -3.58251 -0.44317 -0.22055  0.115
H: -2.56586 0.05388 -1.63840  0.109
H: -2.68927 1.18133 -0.11624  0.051
H: 2.48131 1.20493 -0.60530  -0.134
H: 3.13332 -0.13973 1.22614  -0.129

---

The following is a DFT calculation (ωB97M-V/def2-TZVPD) of a structure of composition C18H15AsCl2MoN3O8S.

HOMO-LUMO gap (spin up / spin down) (eV): 5.1 / 5.1
Spin multiplicity: 1
Total energy (Eh): -5082.6208
Total charge: +3

Last column: Löwdin charge in e.
Cartesian coordinates (Å):
Mo: -0.09208 -0.22378 -0.25981  2.068
N: -1.22298 -3.40178 -1.21121  0.181
C: -2.20491 -2.56012 -0.79983  -0.221
C: -3.53669 -2.99072 -0.90045  0.061
C: -4.54076 -2.16963 -0.46957  0.048
C: -4.21027 -0.91856 0.08295  0.028
C: -2.90305 -0.55348 0.15158  -0.103
N: -1.87920 -1.36116 -0.28749  -0.031
C: 0.13031 -3.25117 -1.25413  -0.207
C: 0.84905 -4.39370 -1.63909  0.046
C: 2.20407 -4.33779 -1.78529  0.046
C: 2.84343 -3.10841 -1.55720  0.024
C: 2.10809 -2.03524 -1.17545  -0.090
N: 0.73354 -2.05611 -0.98806  -0.008
H: -1.54973 -4.30598 -1.52842  0.177
H: -3.74803 -3.96220 -1.32830  0.147
H: -5.57458 -2.48133 -0.54474  0.150
H: -4.97022 -0.25622 0.47283  0.144
H: -2.62579 0.38730 0.61107  0.109
H: 0.30665 -5.31320 -1.81691  0.145
H: 2.76664 -5.21499 -2.07727  0.150
H: 3.91182 -2.99919 -1.67812  0.144
H: 2.59963 -1.09845 -0.99043  0.087
O: 3.74131 1.31820 -0.55114  -0.159
As: 2.22938 2.10833 -0.49198  1.142
O: 1.77847 3.15968 -1.60030  -0.295
O: 1.19049 0.51839 -1.18180  -0.473
C: 1.79683 2.52702 1.34040  -0.243
C: 1.98841 3.88277 1.54760  -0.038
C: 1.82350 4.42981 2.82517  0.027
C: 1.45618 3.63254 3.89159  0.024
C: 1.22648 2.27270 3.69316  0.013
C: 1.39431 1.72998 2.42962  -0.283
S: 1.02713 0.04677 2.25827  0.714
O: 1.12611 -0.70035 3.43838  -0.117
O: 1.69796 -0.38674 0.99583  -0.398
O: -0.43631 -0.08405 1.61724  -0.398
H: 4.26886 1.54702 -1.33879  0.116
H: 2.27816 4.53376 0.73039  0.129
H: 1.99661 5.48848 2.96725  0.144
H: 1.33896 4.05444 4.88052  0.144
H: 0.92562 1.63827 4.51801  0.143
Cl: -3.61188 2.85541 -1.17379  0.730
C: -1.95624 2.97794 -1.82105  -0.986
Cl: -1.87578 2.92042 -3.55897  0.756
C: -1.28665 1.79012 -1.20282  -0.690
O: -1.25088 0.63604 -1.74545  -0.091
O: -0.75522 1.81407 -0.04570  -0.104
H: -1.50674 3.89487 -1.44829  0.096

---

The following is a DFT calculation (ωB97M-V/def2-TZVPD) of a structure of composition C19H20BrF6N3O5S2W at a distorted geometry.

HOMO-LUMO gap (spin up / spin down) (eV): 5.0 / 5.0
Spin multiplicity: 3
Total energy (Eh): -5312.7634
<S²>: 2.272

Last column: Löwdin spin population.
Cartesian coordinates (Å):
W: -0.15128 -1.26032 -1.49736  1.467
F: 2.23889 -0.29046 4.01157  0.000
C: 1.62051 -0.50028 5.25296  0.000
F: 2.30646 0.35269 6.04245  0.000
F: 1.85173 -1.77741 5.61749  0.000
S: -0.23450 -0.35542 5.21614  0.000
O: -0.79893 -1.18147 4.10524  0.000
O: -0.48784 -0.68751 6.62795  0.000
N: -0.67093 1.07243 4.63511  0.000
S: -2.15928 1.21109 3.96206  0.000
O: -2.06660 1.18364 2.54742  0.000
O: -3.01147 0.37849 4.76801  0.000
C: -2.51815 3.07849 4.36155  0.000
F: -2.44459 3.14582 5.68920  0.000
F: -3.71061 3.58816 3.92777  0.000
F: -1.57340 3.82482 3.83746  0.000
C: 1.94237 2.34726 -1.47887  0.027
C: 2.20269 0.81084 -1.62593  0.056
C: 3.63876 0.37499 -1.21163  0.016
C: 2.02841 0.48038 -3.17179  0.029
C: 1.11679 0.10217 -0.80867  0.410
H: 0.88207 2.58548 -1.20667  0.003
H: 2.12176 2.95635 -2.42387  0.004
H: 2.54630 2.71872 -0.64045  0.001
H: 4.36100 0.91927 -1.89053  0.003
H: 3.75180 -0.67804 -1.41947  0.001
H: 3.79906 0.64064 -0.12783  0.000
H: 2.86956 0.93041 -3.78726  0.002
H: 1.02414 0.78270 -3.49903  0.004
H: 2.09616 -0.59829 -3.17880  0.013
H: 1.05500 0.10201 0.29025  0.028
N: -1.91900 3.88362 -2.90491  -0.006
C: -1.08306 2.92431 -3.43832  -0.012
O: -0.05866 3.22148 -4.03450  -0.018
C: -1.60310 1.56733 -3.06558  -0.096
C: -1.30110 0.38325 -3.81946  0.002
C: -1.49705 -0.89317 -3.35487  -0.017
N: -1.95488 -1.05077 -2.05523  -0.027
C: -2.34940 0.04656 -1.31150  -0.072
C: -2.30218 1.32688 -1.88255  0.010
H: -1.82225 4.87114 -3.23441  0.000
H: -2.89581 3.56256 -2.85623  0.000
H: -0.84044 0.41346 -4.78722  0.000
H: -1.45695 -1.73808 -4.01270  0.001
H: -2.68279 -0.27809 -0.34640  -0.001
H: -2.83106 2.16218 -1.34232  0.001
Br: -0.88781 -6.91352 0.29895  0.007
C: -0.06178 -5.19516 0.14318  0.024
C: -0.12144 -4.23394 1.16429  0.010
C: 0.06334 -2.90478 0.83799  0.040
C: 0.62912 -2.68490 -0.38428  0.021
C: 1.03092 -3.67932 -1.29973  0.039
C: 0.61660 -4.99946 -1.03755  0.012
H: -0.36707 -4.61030 2.15629  0.000
H: -0.29656 -2.14237 1.50241  0.006
H: 1.69279 -3.41699 -2.10062  0.012
H: 0.67376 -5.87955 -1.75919  0.000

---

The following is a DFT calculation (ωB97M-V/def2-TZVPD) of the molecule C3H5N3.

SMILES: [H]/N=N/C(N)=C=C
HOMO-LUMO gap (eV): 8.8
Spin multiplicity: 1
Total energy (Eh): -281.4634

Last column: Löwdin charge in e.
Cartesian coordinates (Å):
N: 0.64210 1.42169 -1.32212  0.073
C: 0.17201 0.50863 -0.37073  -0.414
N: -0.61143 1.17752 0.64645  -0.010
N: -0.91348 0.47306 1.62004  0.068
C: 0.32328 -1.99783 0.22000  0.006
C: 0.36171 -0.78522 -0.25730  -0.065
H: 0.94033 0.99971 -2.19082  0.085
H: -0.02561 2.16692 -1.47897  0.077
H: -1.47961 1.06581 2.23945  0.062
H: -0.50163 -2.67151 -0.00629  0.060
H: 1.09234 -2.35878 0.90029  0.060

---

- Which formula does entry 4 have?
  C19H20BrF6N3O5S2W

---

- Number 5 is which compound?
  C3H5N3

---

Copy entry 4 word for word.
The following is a DFT calculation (ωB97M-V/def2-TZVPD) of a structure of composition C19H20BrF6N3O5S2W at a distorted geometry.

HOMO-LUMO gap (spin up / spin down) (eV): 5.0 / 5.0
Spin multiplicity: 3
Total energy (Eh): -5312.7634
<S²>: 2.272

Last column: Löwdin spin population.
Cartesian coordinates (Å):
W: -0.15128 -1.26032 -1.49736  1.467
F: 2.23889 -0.29046 4.01157  0.000
C: 1.62051 -0.50028 5.25296  0.000
F: 2.30646 0.35269 6.04245  0.000
F: 1.85173 -1.77741 5.61749  0.000
S: -0.23450 -0.35542 5.21614  0.000
O: -0.79893 -1.18147 4.10524  0.000
O: -0.48784 -0.68751 6.62795  0.000
N: -0.67093 1.07243 4.63511  0.000
S: -2.15928 1.21109 3.96206  0.000
O: -2.06660 1.18364 2.54742  0.000
O: -3.01147 0.37849 4.76801  0.000
C: -2.51815 3.07849 4.36155  0.000
F: -2.44459 3.14582 5.68920  0.000
F: -3.71061 3.58816 3.92777  0.000
F: -1.57340 3.82482 3.83746  0.000
C: 1.94237 2.34726 -1.47887  0.027
C: 2.20269 0.81084 -1.62593  0.056
C: 3.63876 0.37499 -1.21163  0.016
C: 2.02841 0.48038 -3.17179  0.029
C: 1.11679 0.10217 -0.80867  0.410
H: 0.88207 2.58548 -1.20667  0.003
H: 2.12176 2.95635 -2.42387  0.004
H: 2.54630 2.71872 -0.64045  0.001
H: 4.36100 0.91927 -1.89053  0.003
H: 3.75180 -0.67804 -1.41947  0.001
H: 3.79906 0.64064 -0.12783  0.000
H: 2.86956 0.93041 -3.78726  0.002
H: 1.02414 0.78270 -3.49903  0.004
H: 2.09616 -0.59829 -3.17880  0.013
H: 1.05500 0.10201 0.29025  0.028
N: -1.91900 3.88362 -2.90491  -0.006
C: -1.08306 2.92431 -3.43832  -0.012
O: -0.05866 3.22148 -4.03450  -0.018
C: -1.60310 1.56733 -3.06558  -0.096
C: -1.30110 0.38325 -3.81946  0.002
C: -1.49705 -0.89317 -3.35487  -0.017
N: -1.95488 -1.05077 -2.05523  -0.027
C: -2.34940 0.04656 -1.31150  -0.072
C: -2.30218 1.32688 -1.88255  0.010
H: -1.82225 4.87114 -3.23441  0.000
H: -2.89581 3.56256 -2.85623  0.000
H: -0.84044 0.41346 -4.78722  0.000
H: -1.45695 -1.73808 -4.01270  0.001
H: -2.68279 -0.27809 -0.34640  -0.001
H: -2.83106 2.16218 -1.34232  0.001
Br: -0.88781 -6.91352 0.29895  0.007
C: -0.06178 -5.19516 0.14318  0.024
C: -0.12144 -4.23394 1.16429  0.010
C: 0.06334 -2.90478 0.83799  0.040
C: 0.62912 -2.68490 -0.38428  0.021
C: 1.03092 -3.67932 -1.29973  0.039
C: 0.61660 -4.99946 -1.03755  0.012
H: -0.36707 -4.61030 2.15629  0.000
H: -0.29656 -2.14237 1.50241  0.006
H: 1.69279 -3.41699 -2.10062  0.012
H: 0.67376 -5.87955 -1.75919  0.000